This record from the Open Molecules 2025 dataset describes C23H52IrO3P4S as an isolated structure in a non-equilibrium geometry. The level of theory is ωB97M-V/def2-TZVPD.

Structure (XYZ):
```
84
C23H52IrO3P4S, DFT ωB97M-V/def2-TZVPD
Ir 0.07546 -0.21867 0.49313
P 1.29749 -0.75942 2.17341
P 2.54343 0.36900 -1.03334
P -1.92299 -1.24927 0.96316
H 0.99323 -1.80682 -2.93909
C 0.09800 -1.32063 -3.34285
C -0.27563 -0.10921 -2.88115
H 0.36934 0.68663 -2.46428
C 2.05040 -2.33987 2.23928
C 2.52097 0.50828 2.37056
C 0.21559 -0.46252 3.54647
C 2.79185 0.63939 -2.81562
C 3.41089 1.90367 -0.54346
C 3.72854 -0.95909 -0.70798
C -3.09454 -1.27465 -0.44948
C -2.92016 -0.17513 2.09104
C -2.08289 -2.80895 1.94410
H -0.45808 -1.97172 -4.01894
H -1.27400 0.05907 -2.50264
H 2.53899 -2.37313 3.21081
H 2.79273 -2.46081 1.44984
H 1.31705 -3.14366 2.15928
H 2.80352 0.46659 3.41616
H 2.12438 1.49655 2.13377
H 3.39358 0.31730 1.73928
H 0.88850 -0.37007 4.39818
H -0.47921 -1.29091 3.69830
H -0.33090 0.46733 3.41510
H 3.87453 0.57787 -2.96314
H 2.45306 1.64561 -3.08133
H 2.27008 -0.09474 -3.41955
H 4.34932 1.93624 -1.12366
H 3.63152 1.94208 0.52419
H 2.78687 2.76652 -0.81560
H 4.53282 -0.85022 -1.44355
H 3.24178 -1.92882 -0.85482
H 4.14295 -0.90737 0.30209
H -4.05586 -1.72401 -0.15916
H -2.67160 -1.82189 -1.29714
H -3.27012 -0.22982 -0.74210
H -3.87626 -0.66605 2.30895
H -3.09913 0.79703 1.62202
H -2.37897 -0.03278 3.03085
H -2.64985 -3.55480 1.37273
H -2.60961 -2.62629 2.89653
H -1.09617 -3.23387 2.18422
C -1.04939 -4.71858 -1.33659
C -0.84202 -6.00020 -0.75506
C -1.06919 -7.15449 -1.47906
C -1.40897 -7.02664 -2.83807
C -1.84006 -5.78713 -3.37102
C -1.65291 -4.62724 -2.61317
S -0.39449 -3.37057 -0.51094
H 1.40679 -0.70644 -0.51463
H -0.42173 -6.04254 0.25267
H -0.97660 -8.14119 -1.05658
H -1.36804 -7.89629 -3.53221
H -2.30825 -5.70237 -4.38462
H -1.85927 -3.62711 -2.99824
C -1.72014 4.34963 -2.21329
C -1.05159 3.00984 -2.06246
O -1.39866 2.55414 -0.68800
P -0.34263 1.93841 0.35932
O 0.87638 3.00515 0.45347
C 0.81871 4.45666 0.25313
C 1.90452 5.04179 1.11322
O -1.12844 2.05390 1.79450
C -1.17684 3.16721 2.73507
C -2.36368 3.98784 2.30672
H -2.80577 4.25577 -2.05460
H -1.53843 4.74183 -3.22002
H -1.31257 5.07834 -1.48466
H -1.44694 2.27025 -2.77839
H 0.03815 3.10025 -2.20503
H 0.96120 4.66194 -0.82508
H -0.18818 4.80320 0.56903
H 1.81214 4.67396 2.13774
H 2.89202 4.78504 0.72183
H 1.77806 6.12143 1.09977
H -1.31185 2.69272 3.71811
H -0.21241 3.69765 2.70454
H -2.33917 4.18095 1.21899
H -3.27908 3.42405 2.54404
H -2.37160 4.93487 2.85506
```

Output
**Frontier orbital gap (spin up / spin down)**: 6.33 / 5.30 eV
**Largest force on an atom**: 5.6 eV/Å
**Electronic energy**: -81621.6747 eV
**HOMO level (spin up / spin down)**: -18.6 / -20.2 eV
**Multiplicity**: 6
**Net charge**: +4